{"formula": "C4H6O2", "method": "ωB97M-V/def2-TZVPD", "symbols": ["O", "C", "C", "C", "O", "C", "H", "H", "H", "H", "H", "H"], "xyz": [[-1.2701, -0.5371, -1.4329], [-0.5747, 0.3475, -0.6144], [-0.6080, 0.0673, 0.9087], [0.8974, 0.1078, 0.8917], [1.2914, -0.9995, -0.1907], [0.9641, 0.2781, -0.5932], [-0.8098, -1.3872, -1.3653], [-0.8776, 1.3677, -0.8491], [-1.1588, 0.8202, 1.4863], [-0.9408, -0.9266, 1.2080], [1.4650, 0.0463, 1.8290], [1.6218, 0.8155, -1.2781]], "forces_ev_per_angstrom": [[0.263, -0.180, -0.359], [-0.150, 0.394, -0.028], [-0.173, -0.266, -0.053], [0.202, -1.577, -0.563], [-0.417, 0.384, 1.832], [-0.055, 0.891, 0.162], [-0.123, 0.077, 0.003], [-0.280, -0.047, 0.012], [0.449, -0.089, -0.043], [-0.338, 0.017, -0.168], [0.602, 0.502, -1.077], [0.019, -0.107, 0.280]], "e_above_lowest_ev": 3.0347, "smiles": "O[C@H]1C[C@H]2O[C@@H]12", "homo_lumo_gap_ev": 10.817, "energy_ha": -306.39477}


{"formula": "C4H6O2", "method": "ωB97M-V/def2-TZVPD", "symbols": ["C", "O", "C", "C", "O", "C", "H", "H", "H", "H", "H", "H"], "xyz": [[1.6485, 0.8419, 0.3796], [1.5342, -0.6103, 0.4635], [0.2906, -0.6263, 0.0284], [0.1371, 0.8787, 0.1336], [-2.3526, -0.2601, -0.3982], [-1.7579, -1.3176, -0.5194], [2.2648, 1.0455, -0.4962], [2.0812, 1.2881, 1.2756], [-0.3055, 1.4440, -0.6882], [-0.4726, 1.0676, 1.0271], [-1.6784, -2.0646, 0.2913], [-1.3894, -1.6869, -1.4971]], "forces_ev_per_angstrom": [[0.216, 0.266, 0.055], [0.020, -0.134, -0.134], [0.171, 0.112, 0.167], [-0.034, -0.018, -0.081], [0.021, -0.329, -0.069], [-0.284, -0.072, -0.033], [-0.082, 0.244, 0.135], [-0.078, -0.094, -0.029], [0.154, -0.200, 0.035], [0.217, 0.050, -0.082], [-0.210, 0.090, -0.085], [-0.110, 0.086, 0.120]], "e_above_lowest_ev": 4.8743, "homo_lumo_gap_ev": 9.568, "energy_ha": -306.32717}


{"formula": "C4H6O2", "method": "ωB97M-V/def2-TZVPD", "symbols": ["O", "C", "C", "C", "O", "C", "H", "H", "H", "H", "H", "H"], "xyz": [[-0.2064, 0.5884, -1.2570], [-0.0660, 1.4456, -0.1694], [0.1369, 0.9837, 1.2182], [-0.6746, -2.2550, -0.4220], [0.5024, -1.9753, -0.3767], [1.1693, 1.5129, 0.6227], [0.3479, -0.1854, -1.0673], [-0.6441, 2.3348, -0.3662], [-0.2702, 0.5785, 2.1288], [-1.0257, -3.2576, -0.1456], [-1.4466, -1.5618, -0.7967], [2.1877, 1.8538, 0.6696]], "forces_ev_per_angstrom": [[0.060, -0.384, -0.225], [-0.214, 0.495, -0.009], [0.391, 0.090, 0.136], [0.442, -0.203, -0.289], [-0.698, -0.070, 0.009], [-0.089, 0.033, 0.340], [-0.015, -0.037, -0.130], [-0.164, 0.229, -0.100], [-0.006, -0.116, -0.053], [0.010, -0.125, 0.186], [0.211, 0.177, 0.110], [0.072, -0.089, 0.025]], "e_above_lowest_ev": 3.9090, "smiles": "OC1C=C1.C=O", "homo_lumo_gap_ev": 9.793, "energy_ha": -306.36264}